ORCA calculation (ωB97M-V with the def2-TZVPD basis set) on the ion C8H16NO2S with charge +1 at a distorted geometry.

The geometry in XYZ format:
```
28
Properties=species:S:1:pos:R:3
C 0.062 0.824 0.253
C -0.503 1.899 -0.120
C -0.782 -0.443 0.402
C -2.056 -0.498 -0.511
C -0.080 -1.764 0.121
C -3.154 -1.537 -0.142
C 2.896 -1.142 -0.295
C 1.582 0.750 0.449
N -0.057 3.283 -0.175
O 2.160 2.071 0.412
O 2.147 0.053 -0.616
S -3.016 0.961 -0.191
H -1.162 -0.479 1.351
H -1.891 -0.657 -1.539
H 0.216 -1.747 -0.925
H -0.705 -2.628 0.419
H 0.730 -1.856 0.728
H -2.758 -2.112 0.609
H -3.749 -2.141 -0.919
H -3.970 -0.978 0.382
H 2.427 -1.789 0.431
H 3.863 -0.815 -0.014
H 2.894 -1.682 -1.236
H 1.728 0.125 1.379
H 0.895 3.094 -0.140
H -0.424 3.751 0.712
H -0.462 3.520 -1.108
H 3.169 1.937 0.282
```

multiplicity: 1
calculated total energy: -917.39999 a.u.
HOMO-LUMO gap (spin up / spin down): 7.6578 / 7.5419 eV
net charge: +1
energy relative to the best compared isomer or geometry (same formula, charge and spin): 521.3 kJ/mol



ORCA calculation (ωB97M-V with the def2-TZVPD basis set) on the ion C8H16NO5 with charge +1 at a distorted geometry.

The geometry in XYZ format:
```
30
Properties=species:S:1:pos:R:3
C -0.641 -0.911 0.611
C -1.201 -0.490 -0.750
C 0.588 -1.892 0.472
C 1.827 -0.879 0.494
C -0.265 0.414 0.047
C 1.516 0.262 -0.461
C -2.692 -0.212 -0.875
C 2.180 1.611 0.014
N -0.838 1.729 0.554
O 0.648 -2.572 -0.743
O 2.107 -0.405 1.735
O 1.613 0.038 -1.783
O -3.128 0.227 0.397
O 1.493 2.709 -0.574
H -1.210 -1.309 1.460
H -0.861 -0.917 -1.736
H 0.730 -2.677 1.280
H 2.759 -1.414 0.165
H -3.025 -1.268 -1.194
H -2.932 0.419 -1.770
H 3.205 1.582 -0.412
H 2.117 1.569 1.124
H 0.001 2.014 1.244
H -1.777 1.388 0.938
H -0.730 2.349 -0.196
H 0.606 -3.555 -0.786
H 2.662 -1.030 2.223
H 1.523 -0.926 -2.051
H -4.083 0.602 0.540
H 2.004 2.737 -1.438
```

multiplicity: 3
calculated total energy: -744.78311 a.u.
HOMO-LUMO gap (spin up / spin down): 3.8709 / 5.9366 eV
net charge: +1



ORCA calculation (ωB97M-V with the def2-TZVPD basis set) on a structure of composition C8H16O2 at a distorted geometry.

The geometry in XYZ format:
```
26
Properties=species:S:1:pos:R:3
C -0.646 -0.163 -0.732
C 0.605 0.380 -0.277
C -1.364 1.496 -1.407
C -0.583 -1.099 -1.918
C 0.853 1.712 0.377
C 0.528 -0.748 2.460
C 1.023 -0.929 1.060
C 1.923 -1.851 0.751
O -1.582 -0.533 0.215
O -1.915 2.252 -0.373
H -2.240 -1.123 -0.170
H -2.240 1.643 0.304
H 1.398 0.148 -0.984
H -0.681 2.118 -1.980
H -2.135 1.109 -2.087
H 0.170 -0.773 -2.632
H -0.333 -2.106 -1.583
H -1.544 -1.127 -2.435
H 0.919 2.515 -0.358
H 1.841 1.705 0.837
H 0.133 1.909 1.166
H 1.147 -1.277 3.192
H 0.475 0.304 2.744
H -0.490 -1.131 2.568
H 2.399 -2.473 1.508
H 2.339 -1.957 -0.244
```

multiplicity: 1
calculated total energy: -464.77452 a.u.
HOMO-LUMO gap: 8.7266 eV
net charge: 0
energy relative to the best compared isomer or geometry (same formula, charge and spin): 407.5 kJ/mol



ORCA calculation (ωB97M-V with the def2-TZVPD basis set) on a structure of composition C8H16O22Pt2Rb4S4 at a distorted geometry.

The geometry in XYZ format:
```
56
Properties=species:S:1:pos:R:3
Pt -0.515 2.576 0.900
Pt 2.888 0.138 -0.989
Rb 2.293 4.213 -1.487
Rb -0.344 3.016 -4.534
Rb -3.603 1.541 -1.196
Rb 0.556 -0.874 -4.329
S 1.994 1.834 1.790
O 1.650 3.144 1.208
O 2.685 2.013 3.028
O 0.671 1.282 1.952
O 2.734 1.055 0.843
S -1.581 4.958 -1.294
O -1.659 3.999 -0.168
O -0.250 5.583 -1.473
O -1.951 4.333 -2.535
O -2.649 5.944 -1.320
S 3.298 1.202 -3.548
O 3.192 -0.232 -3.237
O 3.481 1.825 -2.198
O 4.495 1.448 -4.326
O 2.075 1.690 -4.145
S -0.265 0.937 -1.396
O -1.096 0.718 -0.261
O -1.060 0.836 -2.616
O 0.246 2.248 -1.059
O 0.835 -0.026 -1.434
C -1.715 -2.409 3.081
C -1.818 -1.149 2.265
O -2.816 -0.338 2.996
C -3.058 1.002 2.771
O -2.453 1.737 2.015
O -4.141 1.305 3.537
C -4.725 2.621 3.528
H -0.885 -2.956 2.632
H -2.694 -2.886 3.048
H -1.531 -2.316 4.151
H -2.037 -1.163 1.197
H -0.839 -0.672 2.237
H -4.010 3.368 3.182
H -5.022 2.911 4.535
H -5.618 2.783 2.924
C -0.283 -2.780 -1.270
C 0.928 -3.519 -1.938
O 1.969 -4.039 -1.104
C 2.804 -3.261 -0.419
O 2.838 -2.091 -0.419
O 3.528 -4.023 0.395
C 3.389 -5.394 0.686
H -0.848 -2.161 -1.967
H 0.002 -2.065 -0.498
H -0.945 -3.487 -0.770
H 1.347 -2.811 -2.653
H 0.620 -4.293 -2.642
H 4.134 -5.738 1.405
H 3.338 -5.985 -0.228
H 2.420 -5.594 1.144
```

multiplicity: 5
calculated total energy: -3897.48572 a.u.
HOMO-LUMO gap (spin up / spin down): 5.3247 / 5.3356 eV
net charge: 0



ORCA calculation (ωB97M-V with the def2-TZVPD basis set) on a cluster of 2 separate species, C8H16O3S in total at a distorted geometry.

The geometry in XYZ format:
```
28
Properties=species:S:1:pos:R:3
C -1.430 1.946 0.821
C -2.422 1.805 -0.262
C -0.961 1.699 -0.577
C -0.433 -1.728 1.074
C 1.179 -2.680 -0.557
C 1.571 -0.240 0.644
C -0.014 2.552 -1.321
C 0.716 -1.400 0.130
O 0.735 -0.239 -2.399
O -1.315 -1.496 -1.769
O 1.363 2.199 -1.199
S -0.246 -0.682 -1.332
H -1.190 2.954 1.350
H -1.377 1.147 1.433
H -3.048 0.973 -0.306
H -2.880 2.636 -0.629
H -0.125 -1.584 2.186
H -1.334 -1.083 0.838
H -0.688 -2.712 0.913
H 1.660 -2.512 -1.486
H 0.195 -3.250 -0.849
H 1.857 -3.268 -0.002
H 2.076 -0.579 1.538
H 2.347 0.190 -0.119
H 0.951 0.566 0.820
H 0.077 3.578 -0.846
H -0.239 2.610 -2.417
H 1.223 1.297 -1.548
```

multiplicity: 1
calculated total energy: -938.14012 a.u.
HOMO-LUMO gap (spin up / spin down): 7.9957 / 7.9971 eV
net charge: 0
energy relative to the best compared isomer or geometry (same formula, charge and spin): 499.7 kJ/mol



ORCA calculation (ωB97M-V with the def2-TZVPD basis set) on a cluster of 2 separate species, C8H16OSi in total at a distorted geometry.

The geometry in XYZ format:
```
26
Properties=species:S:1:pos:R:3
C -1.938 -0.879 1.634
C -1.420 -0.893 0.213
O -0.504 -1.904 -0.063
C -1.733 -0.007 -0.711
C -2.451 1.208 -0.933
C -1.680 0.582 -2.090
H -2.898 -0.409 1.539
H -1.103 -0.443 2.242
H -2.045 -1.891 1.819
H -0.122 -1.650 -0.880
H -2.140 2.077 -0.336
H -3.490 1.028 -0.914
H -2.177 0.011 -2.941
H -0.717 1.051 -2.197
C 2.112 -0.011 -1.857
Si 1.933 0.190 -0.041
C 1.600 1.755 1.055
C 2.345 -1.267 1.165
H 2.431 -0.947 -2.280
H 2.004 0.829 -2.434
H 1.317 2.585 0.271
H 0.769 1.518 1.807
H 2.504 2.043 1.689
H 2.938 -2.054 0.595
H 2.975 -0.921 2.015
H 1.491 -1.602 1.636
```

multiplicity: 1
calculated total energy: -678.98911 a.u.
HOMO-LUMO gap: 8.5690 eV
net charge: 0
energy relative to the best compared isomer or geometry (same formula, charge and spin): 426.0 kJ/mol



What did the fifth record say?
ORCA calculation (ωB97M-V with the def2-TZVPD basis set) on a cluster of 2 separate species, C8H16O3S in total at a distorted geometry.

The geometry in XYZ format:
```
28
Properties=species:S:1:pos:R:3
C -1.430 1.946 0.821
C -2.422 1.805 -0.262
C -0.961 1.699 -0.577
C -0.433 -1.728 1.074
C 1.179 -2.680 -0.557
C 1.571 -0.240 0.644
C -0.014 2.552 -1.321
C 0.716 -1.400 0.130
O 0.735 -0.239 -2.399
O -1.315 -1.496 -1.769
O 1.363 2.199 -1.199
S -0.246 -0.682 -1.332
H -1.190 2.954 1.350
H -1.377 1.147 1.433
H -3.048 0.973 -0.306
H -2.880 2.636 -0.629
H -0.125 -1.584 2.186
H -1.334 -1.083 0.838
H -0.688 -2.712 0.913
H 1.660 -2.512 -1.486
H 0.195 -3.250 -0.849
H 1.857 -3.268 -0.002
H 2.076 -0.579 1.538
H 2.347 0.190 -0.119
H 0.951 0.566 0.820
H 0.077 3.578 -0.846
H -0.239 2.610 -2.417
H 1.223 1.297 -1.548
```

multiplicity: 1
calculated total energy: -938.14012 a.u.
HOMO-LUMO gap (spin up / spin down): 7.9957 / 7.9971 eV
net charge: 0
energy relative to the best compared isomer or geometry (same formula, charge and spin): 499.7 kJ/mol



> What is the formula in the sixth record?

C8H16OSi



> calculated total energy of number 4 (C8H16O22Pt2Rb4S4)?

-3897.48572 a.u.